Entry 1:
Density functional theory data (ωB97M-V/def2-TZVPD) for one molecule with the formula C5H11N3 at a distorted geometry.

- 2S+1 = 1
- frontier orbital gap (eV) = 10.0
- structure (SMILES) = NCC/C=N\N1CC1

Last columns: bonded neighbours and bond lengths (Å).
Cartesian coordinates (Å):
1 N 2.0852 1.7216 0.0458  C2 1.453, H9 0.977, H10 1.070
2 C 1.9436 0.3071 0.3459  N1 1.453, C3 1.389, H11 1.118, H12 1.065
3 C 1.0299 0.2823 1.3915  C2 1.389, C4 1.526, H13 1.091, H14 1.153
4 C -0.3161 0.8590 0.9623  C3 1.526, N5 1.281, H15 1.090
5 N -1.3049 0.2713 0.3987  C4 1.281, N6 1.464
6 N -1.0872 -1.1108 -0.0314  N5 1.464, C7 1.544, C8 1.633
7 C -1.4077 -1.0796 -1.5412  N6 1.544, C8 1.475, H16 1.055, H17 1.087
8 C -2.5124 -1.5603 -0.6908  N6 1.633, C7 1.475, H18 1.091, H19 1.103
9 H 1.2417 2.1638 -0.1725  N1 0.977
10 H 2.6934 1.8147 -0.8291  N1 1.070
11 H 2.8771 -0.0428 0.8519  C2 1.118
12 H 1.6398 -0.2023 -0.5383  C2 1.065
13 H 1.3341 0.7118 2.3466  C3 1.091
14 H 0.7522 -0.8266 1.5385  C3 1.153
15 H -0.4904 1.9035 1.2192  C4 1.090
16 H -0.8007 -1.5778 -2.2454  C7 1.055
17 H -1.6362 -0.1264 -2.0119  C7 1.087
18 H -2.7189 -2.6311 -0.6554  C8 1.091
19 H -3.3225 -0.8775 -0.3844  C8 1.103

=====

Entry 2:
Density functional theory data (ωB97M-V/def2-TZVPD) for one molecule with the formula C5H11N3 at a distorted geometry.

- 2S+1 = 1
- frontier orbital gap (spin up / spin down) (eV) = 6.7 / 6.7
- structure (SMILES) = [H]/N=C(\N)N(C)/C=C\C

Last columns: bonded neighbours and bond lengths (Å).
Cartesian coordinates (Å):
1 H -0.9007 2.0759 -1.6176  N2 1.015
2 N -0.5356 1.1285 -1.6028  H1 1.015, C3 1.286
3 C -0.5662 0.6217 -0.4212  N2 1.286, N4 1.409, N5 1.488
4 N -1.3079 1.1585 0.6503  C3 1.409, H10 1.010, H11 1.009
5 N -0.4537 -0.8597 -0.3370  C3 1.488, C6 1.442, C7 1.334
6 C -1.5608 -1.7834 -0.3035  N5 1.442, H12 1.093, H13 1.091, H14 1.090
7 C 0.8343 -1.1496 -0.1453  N5 1.334, C8 1.393, H15 1.087
8 C 1.6165 0.0000 -0.2226  C7 1.393, C9 1.497, H16 1.084
9 C 1.9866 0.9572 0.8670  C8 1.497, H17 1.092, H18 1.093, H19 1.092
10 H -2.1338 1.6910 0.4171  N4 1.010
11 H -1.1767 0.7258 1.5523  N4 1.009
12 H -2.1283 -1.7033 0.6276  C6 1.093
13 H -1.1826 -2.8021 -0.3986  C6 1.091
14 H -2.2279 -1.5245 -1.1263  C6 1.090
15 H 1.1658 -2.1811 -0.2322  C7 1.087
16 H 2.2327 0.0352 -1.1136  C8 1.084
17 H 1.4450 0.7658 1.7951  C9 1.092
18 H 3.0484 0.8685 1.1124  C9 1.093
19 H 1.8451 1.9757 0.4989  C9 1.092

=====

Here are the calculated energy relative to the best compared isomer or geometry (same formula, charge and spin) numbers, same order: 95.9; 98.9 (kcal/mol).